Entry 1:
Molecular formula: C4H5N3O2S
Method: DFT, ωB97M-V/def2-TZVPD

As for the LUMO energy (alpha / beta): -0.19 / -0.19 eV. The energy above the lowest of the compared OMol25 structures with the same formula, charge and spin comes out at 7.933 eV. Its net charge is 0.

Last column: Mulliken charge in e.
Positions of all 15 atoms, in Å:
C (0.04818, -1.22928, -1.19897)  -0.371
C (0.39570, 0.04888, -1.05415)  0.587
C (-0.13535, 0.92215, -0.09933)  -0.242
C (-0.47664, -1.23687, 1.34338)  -0.184
N (1.18186, 0.62926, -2.11261)  -0.512
N (0.29850, 2.05881, 0.37929)  -0.311
N (-1.17798, -1.44031, 2.50525)  0.886
O (-2.08413, -0.61153, 2.60357)  -0.521
O (-0.77819, -2.24006, 3.32367)  -0.553
S (-0.84061, -2.11345, 0.01837)  -0.022
H (0.43800, -1.90873, -2.04806)  0.294
H (0.86150, 0.53724, -2.99683)  0.214
H (1.33775, 1.53342, -1.98223)  0.214
H (1.30029, 2.39740, 0.52759)  0.242
H (-0.36888, 2.65307, 0.79104)  0.278

Entry 2:
Molecular formula: C18H26Br2CaCl3FKN2O6P
Method: DFT, ωB97M-V/def2-TZVPD

As for the LUMO energy: -4.66 eV. Its net charge is 0.

Last column: Mulliken charge in e.
Positions of all 61 atoms, in Å:
C (5.76172, 0.84383, 3.38024)  -1.033
C (5.44685, 2.16850, 4.06674)  0.512
Cl (6.81680, 3.02607, 4.79335)  -0.196
C (4.21464, 2.67248, 4.16321)  -0.790
Cl (4.02465, 4.22630, 5.03695)  -0.166
C (2.97309, 2.02329, 3.61996)  0.073
C (2.22959, 2.67641, 2.67824)  0.250
Br (2.78079, 4.51848, 1.96508)  -0.519
C (0.91272, 1.95620, 2.20252)  1.296
O (0.51047, 1.89419, 0.98673)  -0.673
C (0.17631, 1.28740, 3.30468)  -0.268
P (-1.67177, 1.32030, 3.44656)  0.387
N (-2.41819, 0.33373, 2.47891)  -0.622
C (0.95006, 0.64985, 4.22794)  0.524
F (0.40030, 0.00000, 5.23039)  -0.272
C (2.45719, 0.69888, 4.08559)  0.191
O (3.18675, -0.27092, 4.30102)  -0.585
H (6.86700, 0.78926, 3.29262)  0.437
H (5.47955, -0.03462, 3.98881)  0.304
H (5.38361, 0.77938, 2.34508)  0.084
H (-2.04020, 2.68957, 3.23780)  -0.024
H (-1.93074, 1.07339, 4.82583)  0.101
H (-1.74073, -0.15603, 1.89615)  0.245
K (0.40947, 5.27563, 2.30630)  0.819
C (-3.72566, -2.70389, -4.32575)  -0.714
O (-2.94778, -1.54785, -4.07310)  -0.265
C (-3.48454, -0.34284, -4.58009)  -0.619
C (-3.71471, 0.71890, -3.50408)  0.126
O (-4.61015, 0.40845, -2.45470)  -0.474
C (-4.26488, -0.63613, -1.55550)  -0.433
C (-2.99016, -0.42642, -0.75803)  -0.343
O (-1.83897, -0.36893, -1.59201)  -0.362
C (-1.05723, 0.78757, -1.44426)  -0.872
H (-3.33331, -3.22259, -5.21049)  0.266
H (-3.62405, -3.37071, -3.46745)  0.167
H (-4.78690, -2.47962, -4.45636)  0.376
H (-4.40911, -0.52029, -5.13919)  0.371
H (-2.75093, 0.05491, -5.28974)  0.347
H (-4.15956, 1.61988, -4.02464)  0.346
H (-2.77569, 1.07596, -3.09833)  -0.073
H (-4.27123, -1.60249, -2.05939)  0.074
H (-5.08756, -0.68668, -0.83548)  0.455
H (-2.85772, -1.28048, -0.08493)  0.341
H (-3.09228, 0.46910, -0.13902)  0.346
H (-1.64101, 1.64099, -1.08105)  0.435
H (-0.65555, 1.04559, -2.43032)  0.366
H (-0.22019, 0.59458, -0.76727)  0.185
C (4.54952, -1.33498, -0.18067)  -0.650
C (5.69026, -0.40004, -0.11905)  0.364
N (6.57315, 0.32443, -0.07037)  -0.400
H (4.88719, -2.34512, 0.04390)  0.286
H (3.79089, -1.04450, 0.54561)  0.151
H (4.11128, -1.32074, -1.17751)  0.303
Br (-3.58506, 3.52086, -3.66381)  -0.553
Ca (1.58423, 3.38982, -0.31606)  0.987
Cl (3.06405, -0.94726, 6.40860)  -0.322
C (-1.92805, -5.89163, -4.21798)  -0.549
O (-2.50835, -5.57428, -5.36585)  -0.492
H (-1.17509, -5.16930, -3.82455)  0.214
H (-2.59474, -6.03540, -3.34098)  0.235
H (-1.34007, -6.84045, -4.21083)  0.308

Entry 3:
Molecular formula: C4H6O2
Method: DFT, ωB97M-V/def2-TZVPD

As for the LUMO energy: 0.81 eV. The energy above the lowest of the compared OMol25 structures with the same formula, charge and spin comes out at 1.106 eV. As for the SMILES: O=CCCC=O. Its net charge is 0.

Last column: Mulliken charge in e.
Positions of all 12 atoms, in Å:
O (2.39394, 1.13986, 0.06415)  -0.490
C (1.36053, 0.62396, 0.38813)  -0.010
C (0.76118, -0.63236, -0.19047)  -0.316
C (-0.73291, -0.64949, 0.08790)  -0.661
C (-1.35436, 0.65386, -0.31695)  0.047
O (-0.76307, 1.54939, -0.86513)  -0.460
H (0.73293, 1.00343, 1.25400)  0.286
H (0.98950, -0.67985, -1.25666)  0.251
H (1.25324, -1.47911, 0.29459)  0.314
H (-1.24746, -1.44087, -0.45731)  0.349
H (-0.96028, -0.82451, 1.14539)  0.311
H (-2.43325, 0.73570, -0.14763)  0.377

Entry 4:
Molecular formula: C47H62BrClNO8SSi
Method: DFT, ωB97M-V/def2-TZVPD

As for the LUMO energy: -3.97 eV. Its net charge is +1.

Last column: Mulliken charge in e.
Positions of all 122 atoms, in Å:
C (0.73891, 5.09386, 5.93718)  -0.880
C (1.16470, 3.53758, 6.37545)  -0.259
O (0.10348, 2.55202, 6.11294)  -0.285
C (-0.27300, 1.79987, 7.31976)  -0.477
C (-0.81741, 0.25234, 6.98992)  -0.524
C (-2.27724, 0.44025, 6.27038)  -1.291
C (-2.82852, -1.05170, 5.83160)  0.853
S (-2.93271, -2.25340, 7.31374)  -0.104
C (-4.33843, -1.04662, 5.17357)  -0.256
Cl (-5.54124, -1.94298, 6.31462)  -0.328
C (-4.87055, 0.42559, 4.68773)  -0.351
C (-5.67245, 1.18364, 5.91680)  -1.002
C (-1.70651, -1.62543, 4.73188)  -0.932
C (-1.69112, -0.76338, 3.33767)  -0.164
C (-0.67299, -1.37503, 2.20155)  -0.741
C (-1.31169, -1.25233, 0.66333)  -0.500
C (-0.25642, -2.07515, -0.32883)  -0.588
C (0.71270, -0.90995, -1.03094)  -0.479
C (1.62098, -1.74897, -2.15630)  -0.516
C (1.01670, -1.32608, -3.63057)  -0.608
C (2.21312, -1.68026, -4.74200)  -0.367
Si (1.95209, -0.63800, -6.34575)  0.248
C (2.57115, -1.72442, -7.86090)  -0.768
C (0.07842, -0.32328, -6.66306)  -1.007
C (3.04715, 0.97437, -6.40821)  0.583
C (4.47760, 0.93421, -5.60095)  -0.035
C (5.44025, 2.29422, -5.69094)  -0.573
C (4.87120, 3.54756, -6.60059)  -0.350
C (3.42854, 3.58840, -7.38141)  -0.509
C (2.47534, 2.24322, -7.29165)  -0.084
C (-0.26186, -1.74372, 5.49576)  -1.016
N (0.21886, -0.47949, 6.16958)  0.476
C (1.34686, -0.85368, 7.15454)  -0.162
C (2.82798, -0.33686, 6.67666)  0.333
O (3.60412, 0.23432, 7.63951)  -0.473
Br (3.59106, -0.52186, 4.83687)  -0.070
H (0.70147, 5.75541, 6.92860)  0.266
H (1.58593, 5.60640, 5.27006)  0.273
H (-0.30321, 5.11449, 5.38010)  0.249
H (1.51280, 3.60729, 7.49134)  0.291
H (2.13553, 3.25112, 5.74324)  0.221
H (-1.11401, 2.42254, 7.88906)  0.324
H (0.62373, 1.70939, 8.09452)  0.404
H (-1.01572, -0.22421, 8.06067)  0.309
H (-2.24331, 1.22063, 5.39809)  0.200
H (-3.01813, 0.86736, 7.08978)  0.474
H (-2.34276, -3.44010, 6.77309)  0.176
H (-4.27175, -1.74192, 4.20541)  0.429
H (-5.69694, 0.22002, 3.85102)  0.393
H (-4.04297, 1.07685, 4.17608)  0.272
H (-5.35576, 0.81128, 6.98040)  0.268
H (-6.82868, 0.94032, 5.78058)  0.311
H (-5.50059, 2.34014, 5.75341)  0.283
H (-2.04770, -2.73182, 4.46667)  0.421
H (-1.48331, 0.39731, 3.49533)  0.121
H (-2.78287, -0.81537, 2.86629)  0.294
H (-0.50238, -2.51242, 2.42829)  0.355
H (0.30182, -0.72623, 2.20630)  0.146
H (-2.36842, -1.75274, 0.56971)  0.361
H (-1.36900, -0.11008, 0.33150)  0.267
H (-0.78681, -2.61907, -1.22001)  0.332
H (0.38050, -2.77315, 0.36341)  0.252
H (1.47599, -0.46492, -0.23396)  0.170
H (0.07787, -0.05712, -1.55816)  0.308
H (2.74041, -1.36334, -2.09330)  0.331
H (1.52734, -2.91384, -1.97629)  0.267
H (0.05443, -1.93532, -3.91737)  0.191
H (0.81711, -0.17540, -3.74302)  0.224
H (3.22876, -1.41911, -4.21697)  0.087
H (2.20231, -2.85988, -4.92529)  0.295
H (1.65625, -2.23433, -8.41784)  0.360
H (3.33882, -2.49911, -7.42414)  -0.014
H (3.15348, -1.03753, -8.63877)  0.257
H (-0.03559, 0.01151, -7.77909)  0.336
H (-0.42929, 0.44955, -5.94625)  0.277
H (-0.49354, -1.35095, -6.52164)  0.278
H (4.82217, -0.03161, -4.99092)  0.033
H (6.48573, 2.29876, -5.11946)  0.313
H (5.58847, 4.49138, -6.68211)  0.276
H (3.01816, 4.50211, -8.01384)  0.331
H (1.42231, 2.12777, -7.83345)  0.161
H (0.54343, -1.99746, 4.65282)  0.191
H (-0.30959, -2.69063, 6.18370)  0.372
H (0.69011, 0.10200, 5.43152)  0.621
H (1.43505, -2.02643, 7.30843)  0.418
H (1.14831, -0.41546, 8.24310)  0.320
C (0.42380, 8.23218, -5.65644)  -0.329
C (-0.10555, 7.08474, -6.09175)  -0.382
C (0.47137, 5.78101, -5.70878)  0.301
O (-0.01128, 4.73034, -6.10836)  -0.543
C (1.65423, 5.79435, -4.82534)  -0.193
C (2.18358, 6.94180, -4.39004)  -0.359
C (1.60666, 8.24553, -4.77301)  0.347
O (2.08931, 9.29620, -4.37343)  -0.554
H (0.01340, 9.19698, -5.92845)  0.407
H (-0.97350, 7.05820, -6.73965)  0.420
H (2.06463, 4.82956, -4.55334)  0.459
H (3.05153, 6.96834, -3.74214)  0.414
C (8.23033, -1.38661, -9.25756)  -0.370
C (7.46878, -1.13988, -8.18729)  -0.373
C (6.31232, -1.99559, -7.85627)  0.368
O (5.61355, -1.76932, -6.87799)  -0.457
C (6.03116, -3.13479, -8.75236)  -0.166
C (6.79272, -3.38152, -9.82264)  -0.429
C (7.94918, -2.52581, -10.15365)  0.307
O (8.64795, -2.75208, -11.13193)  -0.551
H (9.08172, -0.76847, -9.51501)  0.408
H (7.66241, -0.30868, -7.51988)  0.445
H (5.17977, -3.75294, -8.49491)  0.399
H (6.59909, -4.21272, -10.49004)  0.406
C (-10.20526, -5.19105, 4.82684)  -0.389
C (-10.04118, -6.39252, 5.38886)  -0.382
C (-8.85743, -6.69556, 6.21718)  0.307
O (-8.70545, -7.79561, 6.73032)  -0.542
C (-7.86343, -5.61957, 6.40160)  -0.287
C (-8.02752, -4.41810, 5.83959)  0.255
C (-9.21126, -4.11506, 5.01127)  0.320
O (-9.36325, -3.01501, 4.49812)  -0.553
H (-11.06728, -4.95252, 4.21587)  0.419
H (-10.76161, -7.19197, 5.26365)  0.413
H (-7.00142, -5.85810, 7.01258)  0.430
H (-7.30708, -3.61865, 5.96480)  0.141